Entry 1:
The following is a DFT calculation (the ωB97M-V functional and the def2-TZVPD basis) of a cluster of 8 separate species, C15H40N2O10 in total in a non-equilibrium geometry.

```
! RIJCOSX wB97M-V def2-TZVPD def2/J DEFGRID3
* xyz 1 2
C 10.13 -17.07 -5.46
O 10.48 -18.24 -4.59
H 9.06 -17.19 -5.65
H 10.24 -16.22 -4.78
H 10.76 -16.94 -6.33
H 11.03 -18.85 -5.09
C 10.44 -13.74 -1.99
O 9.66 -12.61 -2.21
H 11.42 -13.34 -1.73
H 10.14 -14.49 -1.26
H 10.52 -14.34 -2.90
H 9.53 -12.14 -1.38
C 2.60 -11.91 -7.92
O 2.03 -11.86 -9.22
H 1.87 -11.46 -7.26
H 2.88 -12.90 -7.56
H 3.52 -11.33 -7.85
H 1.96 -10.95 -9.51
C 10.47 -9.71 -4.76
O 10.32 -11.09 -4.40
H 10.40 -9.24 -3.78
H 11.32 -9.50 -5.40
H 9.59 -9.44 -5.33
H 9.70 -11.41 -3.75
C 6.05 -10.25 -2.22
O 4.73 -10.46 -1.78
H 6.75 -11.08 -2.14
H 5.98 -10.20 -3.31
H 6.52 -9.33 -1.88
H 4.21 -10.09 -2.49
C 9.09 -13.78 -6.79
C 7.99 -13.88 -5.65
C 7.43 -12.62 -4.90
O 6.02 -12.70 -4.97
C 5.72 -13.86 -5.65
O 4.57 -14.21 -5.78
O 6.76 -14.32 -6.25
H 10.06 -13.71 -6.31
H 8.92 -12.92 -7.44
H 9.06 -14.69 -7.39
H 8.28 -14.65 -4.94
H 7.76 -11.79 -5.52
H 7.86 -12.47 -3.90
C 4.71 -16.42 -3.63
O 3.67 -16.06 -3.09
N 5.69 -17.07 -2.99
C 6.98 -17.39 -3.66
C 5.50 -17.88 -1.80
H 4.96 -16.07 -4.64
H 7.84 -16.90 -3.21
H 6.96 -16.87 -4.63
H 7.28 -18.42 -3.85
H 5.67 -18.94 -1.99
H 6.21 -17.42 -1.12
H 4.50 -17.83 -1.36
C 10.50 -10.32 -10.40
O 11.09 -11.39 -10.08
N 10.24 -9.28 -9.55
C 9.67 -8.04 -10.00
C 10.02 -9.58 -8.14
H 10.20 -10.09 -11.43
H 9.79 -7.18 -9.34
H 8.60 -8.11 -9.82
H 9.71 -7.81 -11.07
H 9.79 -8.70 -7.53
H 9.25 -10.35 -8.04
H 10.96 -9.98 -7.75
*
```

Computed properties:
E_tot, Eh: -1456.9209
E_HOMO (spin up / spin down), eV: -10.5 / -10.5
Orbital gap (spin up / spin down), Eh: 0.2169 / 0.0515
Maximum force, eV/Å: 4.3

---

Entry 2:
The following is a DFT calculation (the ωB97M-V functional and the def2-TZVPD basis) of a structure of composition C2H2N4O3S2 in a non-equilibrium geometry.

```
! RIJCOSX wB97M-V def2-TZVPD def2/J DEFGRID3
* xyz 0 1
C 1.87 -0.81 0.50
C 0.55 -0.50 0.21
N 2.60 0.21 0.12
N -2.14 0.59 0.65
N 1.73 1.13 -0.36
N 0.47 0.69 -0.39
O -0.52 -1.26 0.37
O -2.92 -1.66 0.24
O -1.77 -0.33 -1.65
S -2.08 2.04 0.07
S -1.98 -0.73 -0.27
H 2.33 -1.46 1.19
H 1.87 2.09 -0.68
*
```

Computed properties:
E_tot, Eh: -1318.3942
Energy relative to the best compared isomer or geometry (same formula, charge and spin), kJ/mol: 74.2
E_HOMO (spin up / spin down), eV: -9.8 / -9.8
Orbital gap (spin up / spin down), Eh: 0.2662 / 0.2655
Maximum force, eV/Å: 2.9

---

Entry 3:
The following is a DFT calculation (the ωB97M-V functional and the def2-TZVPD basis) of an isolated molecule of C24H31ClN4O4 in a non-equilibrium geometry.

```
! RIJCOSX wB97M-V def2-TZVPD def2/J DEFGRID3
* xyz 0 1
C 3.63 2.09 1.25
C 4.48 0.84 1.12
C 3.72 -0.47 1.44
C 3.17 -0.47 2.87
C 4.66 -1.66 1.25
N 2.58 -0.60 0.54
C 2.64 -0.67 -0.79
O 3.65 -0.67 -1.46
C 1.25 -0.68 -1.48
C 0.35 -1.80 -1.00
C 0.91 -2.91 -0.38
C 0.14 -3.97 0.05
C -1.23 -3.95 -0.12
C -1.82 -2.88 -0.77
C -1.03 -1.83 -1.21
Cl -1.84 -0.56 -2.06
N 0.68 0.66 -1.34
C 0.06 1.01 -0.20
O -0.08 0.22 0.73
C -0.42 2.45 -0.09
C -1.25 2.68 1.17
C -2.68 2.20 0.97
O -3.60 2.95 0.75
N -2.80 0.84 1.03
C -3.95 0.13 0.80
C -5.27 0.61 0.55
C -6.00 -0.53 0.39
C -7.44 -0.76 0.11
O -5.20 -1.60 0.54
N -3.93 -1.19 0.79
C 1.02 1.61 -2.36
C 0.91 1.26 -3.81
C -0.03 2.26 -3.22
H 2.71 2.00 0.67
H 4.18 2.96 0.88
H 3.36 2.29 2.29
H 5.34 0.91 1.78
H 4.85 0.76 0.09
H 2.72 -1.43 3.09
H 2.42 0.30 2.99
H 3.97 -0.29 3.58
H 5.02 -1.69 0.22
H 4.14 -2.59 1.46
H 5.52 -1.58 1.91
H 1.66 -0.58 0.96
H 1.44 -0.84 -2.54
H 1.98 -2.95 -0.25
H 0.61 -4.82 0.53
H -1.85 -4.76 0.23
H -2.88 -2.84 -0.92
H -1.01 2.71 -0.97
H 0.46 3.09 -0.08
H -1.30 3.75 1.39
H -0.80 2.16 2.01
H -1.96 0.29 1.17
H -5.58 1.63 0.50
H -7.55 -1.32 -0.82
H -7.95 0.20 0.02
H -7.89 -1.34 0.91
H 1.87 2.24 -2.08
H 0.49 0.30 -4.08
H 1.70 1.60 -4.47
H -1.06 1.94 -3.10
H 0.08 3.30 -3.46
*
```

Computed properties:
E_tot, Eh: -1913.3349
Energy relative to the best compared isomer or geometry (same formula, charge and spin), kJ/mol: 114.7
E_HOMO, eV: -9.0
Orbital gap, Eh: 0.3544
SMILES string: CCC(C)(C)NC(=O)[C@@H](c1ccccc1Cl)N(C(=O)CCC(=O)Nc1cc(C)on1)C1CC1
Maximum force, eV/Å: 1.3

---

Entry 4:
The following is a DFT calculation (the ωB97M-V functional and the def2-TZVPD basis) of a structure of composition C20H27HfN8S2.

```
! RIJCOSX wB97M-V def2-TZVPD def2/J DEFGRID3
* xyz 1 1
Hf -0.58 -0.24 0.08
C 1.68 -4.16 0.97
C 1.21 -2.82 0.50
N 0.09 -2.32 0.90
N -0.62 -3.05 1.80
C -1.78 -2.53 2.14
N -2.50 -3.22 3.03
S -2.47 -1.03 1.58
C 1.99 -1.98 -0.43
C 3.05 -2.45 -1.19
C 3.70 -1.59 -2.05
C 3.29 -0.27 -2.14
C 2.22 0.14 -1.36
N 1.59 -0.70 -0.53
H 0.84 -4.85 0.97
H 2.49 -4.55 0.38
H 2.01 -4.07 2.01
H -2.17 -4.10 3.36
H -3.41 -2.89 3.30
H 3.35 -3.49 -1.12
H 4.52 -1.95 -2.66
H 3.78 0.43 -2.80
H 1.85 1.15 -1.39
C -2.55 3.54 -1.42
C -1.72 2.47 -0.79
N -1.60 1.27 -1.29
N -2.24 1.02 -2.48
C -2.11 -0.19 -2.91
N -2.65 -0.51 -4.10
S -1.26 -1.48 -2.07
C -1.01 2.70 0.46
C -1.25 3.79 1.21
C -0.63 3.91 2.51
C 0.24 2.99 2.93
C 0.65 1.83 2.07
N -0.19 1.65 0.87
H -2.79 3.27 -2.45
H -2.02 4.49 -1.41
H -3.48 3.65 -0.87
H -3.24 0.16 -4.56
H -2.70 -1.47 -4.38
H -1.92 4.56 0.86
H -0.88 4.75 3.14
H 0.74 3.09 3.88
H 1.69 2.02 1.75
C 2.20 -0.93 4.22
C 1.48 0.41 4.12
C 0.57 0.61 5.33
C 0.68 0.48 2.81
H 2.74 -1.01 5.17
H 2.92 -1.05 3.41
H 1.48 -1.75 4.17
H 2.23 1.20 4.11
H -0.14 -0.22 5.40
H -0.01 1.53 5.28
H 1.15 0.63 6.26
H 1.12 -0.25 2.12
H -0.35 0.18 3.01
*
```

Computed properties:
E_tot, Eh: -2060.7154
Energy relative to the best compared isomer or geometry (same formula, charge and spin), kJ/mol: 12.2
E_HOMO, eV: -10.1
Orbital gap, Eh: 0.2275
Maximum force, eV/Å: 0.4

---

Entry 5:
The following is a DFT calculation (the ωB97M-V functional and the def2-TZVPD basis) of an isolated molecule of C4H5N3O in a non-equilibrium geometry.

```
! RIJCOSX wB97M-V def2-TZVPD def2/J DEFGRID3
* xyz 0 1
C -3.03 -0.14 0.26
C -1.79 0.23 -0.17
O -0.82 -0.75 -0.45
C 0.50 -0.30 -0.24
N 1.55 -1.33 0.03
C 2.65 -0.58 0.13
N 2.34 0.65 -0.10
N 1.05 0.92 -0.21
H -3.42 -1.16 -0.04
H -3.92 0.58 0.45
H -1.63 1.38 -0.15
H 3.58 -1.06 0.11
H 2.93 1.56 0.37
*
```

Computed properties:
E_tot, Eh: -394.8155
Energy relative to the best compared isomer or geometry (same formula, charge and spin), kJ/mol: 399.2
E_HOMO, eV: -9.2
Orbital gap, Eh: 0.3632
SMILES string: C=COc1nc[nH]n1
Maximum force, eV/Å: 8.8

---

Entry 6:
The following is a DFT calculation (the ωB97M-V functional and the def2-TZVPD basis) of an isolated molecule of C4H4N2O2 in a non-equilibrium geometry.

```
! RIJCOSX wB97M-V def2-TZVPD def2/J DEFGRID3
* xyz 0 1
O -2.19 -0.98 0.17
C -1.06 -0.32 -0.07
O -1.27 1.03 0.01
N -0.03 1.56 -0.07
C 0.85 0.63 -0.04
C 0.25 -0.60 -0.06
N 1.52 -1.28 -0.01
C 2.16 0.18 0.13
H -2.99 -0.57 -0.48
H 1.66 -1.78 -0.76
H 2.94 0.48 -0.56
H 2.42 0.19 1.21
*
```

Computed properties:
E_tot, Eh: -414.6134
Energy relative to the best compared isomer or geometry (same formula, charge and spin), kJ/mol: 611.1
E_HOMO, eV: -8.6
Orbital gap, Eh: 0.3345
SMILES string: Oc1onc2c1NC2
Maximum force, eV/Å: 6.9